{
  "formula": "C70H53N8O4Rb",
  "method": "wB97M-V/def2-TZVPD",
  "elements": ["Rb", "C", "O", "C", "C", "C", "C", "C", "C", "C", "C", "C", "C", "C", "N", "C", "C", "C", "C", "C", "C", "C", "C", "C", "C", "O", "C", "C", "C", "C", "N", "C", "C", "C", "C", "C", "C", "O", "C", "C", "C", "C", "C", "C", "C", "N", "C", "C", "N", "C", "C", "C", "C", "O", "C", "C", "C", "H", "H", "H", "H", "H", "H", "H", "H", "H", "H", "H", "H", "H", "H", "H", "H", "H", "H", "H", "H", "H", "H", "H", "H", "H", "H", "H", "H", "H", "H", "H", "H", "H", "H", "H", "H", "N", "C", "C", "C", "C", "C", "C", "C", "C", "C", "C", "C", "C", "H", "H", "H", "H", "H", "H", "H", "H", "H", "H", "N", "C", "C", "C", "C", "C", "C", "C", "N", "C", "C", "N", "C", "H", "H", "H", "H", "H", "H", "H"],
  "coordinates": [[0.24829, 0.55395, 1.13512], [7.80372, -4.61107, 4.73680], [6.51892, -5.11844, 5.01531], [5.46509, -4.39026, 4.53166], [4.20747, -4.95248, 4.68796], [3.08284, -4.28071, 4.23325], [3.16853, -3.03391, 3.60515], [4.44815, -2.49621, 3.46065], [5.59253, -3.15158, 3.92218], [1.97199, -2.26026, 3.11824], [1.49619, -1.23297, 3.90405], [2.01176, -0.91982, 5.27033], [1.21745, 0.03766, 5.76541], [0.20218, 0.33314, 4.72203], [0.42224, -0.45400, 3.63074], [-0.79088, 1.27489, 4.84123], [-1.77844, 1.55162, 3.80752], [-2.76000, 2.61648, 3.85760], [-3.40019, 2.60898, 2.64726], [-2.81061, 1.53093, 1.88884], [-3.10531, 1.25929, 0.53849], [-3.99579, 2.28003, -0.11719], [-5.32393, 2.01367, -0.44302], [-6.12011, 2.96938, -1.05674], [-5.59371, 4.21546, -1.36395], [-6.44180, 5.09836, -1.97402], [-5.91748, 6.38194, -2.22814], [-4.27177, 4.50344, -1.05586], [-3.48788, 3.53332, -0.43231], [-2.60897, 0.27281, -0.33310], [-1.64199, -0.69598, -0.06259], [-1.39185, -1.32174, -1.20186], [-0.32247, -2.38468, -1.43468], [1.06537, -1.57206, -3.60053], [2.39153, -1.27946, -4.06200], [2.71414, -1.13220, -5.40179], [1.73376, -1.25383, -6.38330], [1.98222, -1.10490, -7.75515], [3.27238, -1.46997, -8.18146], [0.42811, -1.49735, -5.98676], [0.09190, -1.65037, -4.64572], [0.77018, -2.81252, -0.31609], [0.76384, -4.19677, 0.26720], [1.23471, -4.11600, 1.50591], [1.42696, -2.67925, 1.81781], [1.11308, -1.92904, 0.80350], [-2.22977, -0.81750, -2.26134], [-2.97686, 0.18888, -1.72096], [-1.85740, 0.89668, 2.64918], [-0.76659, 2.18804, 6.03243], [-1.41154, 1.88229, 7.23219], [-1.35035, 2.72859, 8.33111], [-0.64208, 3.91805, 8.25167], [-0.62769, 4.69374, 9.38112], [0.21176, 5.82551, 9.34515], [-0.00627, 4.26396, 7.06780], [-0.07742, 3.39681, 5.97616], [8.51384, -5.34951, 5.10064], [7.98568, -3.66148, 5.24781], [7.95613, -4.46581, 3.66417], [4.12548, -5.91626, 5.18168], [2.10523, -4.72461, 4.38933], [4.54513, -1.53168, 2.97626], [6.56232, -2.68521, 3.79367], [2.85440, -1.39914, 5.75215], [1.27741, 0.51099, 6.73832], [-2.92747, 3.28875, 4.68833], [-4.19236, 3.26594, 2.31900], [-5.73412, 1.03620, -0.21182], [-7.15641, 2.76295, -1.30777], [-6.71962, 6.95941, -2.67994], [-5.07151, 6.34598, -2.92142], [-5.59350, 6.87544, -1.30668], [-3.83599, 5.46765, -1.29159], [-2.45307, 3.74965, -0.19202], [3.17813, -1.16885, -3.31944], [3.73487, -0.88000, -5.67915], [3.22466, -1.62729, -9.25822], [3.60398, -2.39086, -7.69363], [4.01151, -0.68749, -7.98196], [-0.33374, -1.58462, -6.75916], [-0.92954, -1.90693, -4.40048], [0.46813, -5.09121, -0.25774], [1.40564, -4.93479, 2.19271], [-2.28859, -1.16867, -3.27736], [-3.70324, 0.79892, -2.23762], [-1.96578, 0.95199, 7.30399], [-1.84826, 2.48108, 9.26392], [0.18508, 6.26262, 10.33979], [-0.13603, 6.56836, 8.62186], [1.24223, 5.55489, 9.10004], [0.54473, 5.19263, 6.97636], [0.42002, 3.66315, 5.05031], [-2.66058, -4.10763, 0.28497], [-3.18969, -4.07191, -0.99944], [-4.56373, -4.30122, -1.16186], [-5.14178, -4.44144, -2.41226], [-4.35373, -4.35334, -3.55075], [-2.99607, -4.09761, -3.40186], [-2.38563, -3.93174, -2.15797], [-0.90860, -3.66557, -2.11516], [-0.12999, -4.55204, -2.77334], [1.33305, -4.64581, -2.84063], [2.23311, -3.87183, -2.21318], [1.87908, -2.62088, -1.42893], [0.86647, -1.83371, -2.23701], [-3.33738, -3.94834, 1.01083], [-1.84010, -3.54698, 0.45941], [-5.17907, -4.37470, -0.26989], [-6.20812, -4.62035, -2.49567], [-4.78852, -4.45551, -4.53939], [-2.37171, -3.98258, -4.28456], [-0.65232, -5.38069, -3.24857], [1.71257, -5.47539, -3.43189], [3.29017, -4.09871, -2.36096], [2.77113, -2.12132, -1.03731], [1.79983, 3.39350, -9.57750], [1.71996, 3.33209, -8.43724], [1.63726, 3.30269, -6.99430], [2.15606, 4.35600, -6.25776], [2.07753, 4.34993, -4.87976], [1.49808, 3.27990, -4.20843], [0.98752, 2.21504, -4.93984], [1.04511, 2.23926, -6.32497], [1.40290, 3.32765, -2.79574], [1.91537, 4.33109, -1.98013], [1.56194, 3.99244, -0.71609], [0.85899, 2.80222, -0.71377], [0.78190, 2.43006, -1.95894], [2.61097, 5.19150, -6.77310], [2.46524, 5.19633, -4.33136], [0.54098, 1.35429, -4.44659], [0.64171, 1.41118, -6.89080], [2.46570, 5.17713, -2.35513], [1.77020, 4.52927, 0.19812], [0.28064, 1.52297, -2.29804]],
  "multiplicity": 1,
  "energy_ev": -94212.812,
  "de_lowest_ev": 1.998,
  "total_charge": -2,
  "orbital_gap_ev": 3.899
}